# 1
C30H30BF2N7S3Sc | wB97M-V/def2-TZVPD

```
74
Properties=species:S:1:pos:R:3:forces:R:3:lowdin_charge:R:1
Sc -1.727 0.071 0.279 0.30 -0.15 0.07 0.846
C -5.618 0.409 0.511 -0.01 0.05 -0.04 -0.040
C -4.445 1.059 -0.170 -0.08 -0.09 -0.01 -0.315
C -3.790 2.143 0.412 0.26 0.02 0.04 -0.027
C -2.757 2.814 -0.255 -0.02 -0.05 0.22 -0.281
C -2.113 4.029 0.352 -0.05 -0.01 -0.04 -0.024
C -2.349 2.338 -1.496 0.13 -0.11 -0.02 -0.035
C -2.948 1.223 -2.088 0.02 -0.12 -0.03 -0.277
C -2.501 0.724 -3.435 -0.05 0.05 0.00 -0.017
C -4.003 0.604 -1.415 0.10 -0.01 0.03 -0.071
H -6.543 0.883 0.176 0.00 0.00 0.00 0.101
H -5.571 0.529 1.594 -0.01 -0.01 0.00 0.077
H -5.685 -0.650 0.268 0.02 -0.01 0.02 0.055
H -4.097 2.486 1.395 -0.04 0.04 -0.02 0.134
H -2.139 3.994 1.441 0.01 0.00 -0.01 0.084
H -2.650 4.928 0.041 0.01 0.00 0.00 0.100
H -1.080 4.132 0.018 0.00 0.00 0.01 0.078
H -1.523 2.825 -2.001 -0.02 0.01 -0.02 0.133
H -3.098 1.189 -4.222 0.00 0.00 0.00 0.098
H -2.626 -0.355 -3.514 0.02 0.00 0.00 0.091
H -1.457 0.973 -3.624 0.00 -0.01 0.00 0.079
H -4.465 -0.273 -1.848 -0.05 0.04 -0.04 0.123
S -3.292 -2.065 0.157 -0.19 0.10 0.11 0.701
C -2.276 -3.169 -0.629 0.20 -0.33 -0.14 -0.987
N -1.005 -2.955 -0.944 0.06 -0.37 0.00 0.027
C -0.404 -4.035 -1.617 -0.04 -0.04 -0.02 -0.207
C 0.905 -4.124 -2.083 0.07 0.00 -0.02 0.010
C 1.295 -5.283 -2.731 -0.07 0.03 0.03 -0.062
C 0.409 -6.345 -2.919 -0.02 -0.01 0.00 -0.074
C -0.891 -6.264 -2.458 0.03 -0.06 -0.03 -0.078
C -1.281 -5.102 -1.809 -0.13 0.14 0.10 -0.445
S -2.840 -4.723 -1.126 0.01 0.01 0.00 1.097
H 1.593 -3.307 -1.940 0.02 -0.01 -0.01 0.111
H 2.309 -5.364 -3.098 0.00 0.00 0.00 0.109
H 0.741 -7.239 -3.430 0.00 0.01 0.01 0.110
H -1.586 -7.081 -2.597 0.01 0.00 -0.01 0.114
S -2.289 -0.805 4.895 -0.01 0.00 -0.14 1.095
C -0.617 -0.690 4.551 -0.07 0.12 0.13 -0.347
C -0.433 -0.164 3.321 -0.11 -0.11 -0.13 -0.241
N -1.595 0.131 2.635 0.05 -0.06 -0.06 -0.104
C -2.641 -0.166 3.362 -0.03 0.01 0.19 -0.458
H 0.129 -1.006 5.261 0.00 0.02 -0.01 0.083
H 0.520 -0.014 2.840 -0.01 -0.03 -0.02 0.105
H -3.661 -0.039 3.025 0.02 0.00 -0.02 0.076
C 0.674 2.713 2.060 0.04 -0.04 -0.03 -0.005
C 0.964 2.209 0.687 0.00 0.02 -0.07 -0.348
N 0.210 1.395 -0.033 -0.21 -0.14 0.08 0.048
C 0.845 1.248 -1.257 0.03 0.01 0.07 -0.115
C 1.986 1.970 -1.263 -0.05 0.08 -0.02 -0.007
N 2.053 2.581 -0.026 0.03 0.00 0.06 -0.004
C 3.204 3.315 0.473 0.05 -0.06 -0.04 -0.053
N 4.393 2.529 0.319 -0.05 0.14 -0.08 -0.071
N 5.471 3.055 -0.328 0.02 -0.07 0.12 0.061
N 6.406 2.193 -0.352 -0.07 -0.01 -0.10 0.081
C 5.959 1.037 0.261 -0.10 0.05 0.09 -0.222
C 6.591 -0.190 0.460 0.08 -0.07 0.01 -0.001
C 5.868 -1.177 1.091 0.06 0.00 -0.03 -0.073
C 4.542 -0.962 1.512 -0.07 0.12 -0.01 -0.067
C 3.906 0.248 1.329 -0.05 -0.12 0.05 -0.005
C 4.652 1.246 0.700 0.13 0.02 -0.04 -0.170
H -0.317 2.386 2.364 0.00 0.00 0.00 0.063
H 0.699 3.802 2.090 -0.01 0.00 0.00 0.096
H 1.398 2.339 2.787 -0.01 0.01 0.01 0.089
H 0.454 0.593 -2.014 0.01 0.01 -0.01 0.104
H 2.759 2.090 -2.003 0.01 0.00 0.02 0.138
H 3.027 3.558 1.519 -0.03 0.01 0.01 0.135
H 3.360 4.234 -0.089 0.02 0.02 -0.01 0.145
H 7.608 -0.345 0.125 -0.02 -0.02 0.01 0.120
H 6.319 -2.145 1.264 0.01 0.01 -0.01 0.107
H 4.003 -1.773 1.983 0.01 0.00 0.00 0.108
H 2.878 0.393 1.633 0.01 0.00 -0.01 0.094
F -0.406 -1.641 0.998 0.17 0.29 -0.04 -0.031
B -0.358 -1.647 -0.470 -0.35 0.84 -0.27 -0.854
F 0.948 -1.519 -0.906 0.01 -0.16 0.09 0.090
```
Forces are in eV/Å.

Results
**Orbital gap**: 6.9 eV
**LUMO energy**: -2.3242 eV
**ΔE to the lowest compared entry with this formula, charge and spin**: 15.99 kcal/mol
**HOMO energy**: -9.207 eV
**Charge**: +1
**Electronic energy**: -3724.40053 Ha
**Strongest force on any atom**: 0.018 hartree/bohr

---

# 2
C4H12 | wB97M-V/def2-TZVPD

```
16
Properties=species:S:1:pos:R:3:forces:R:3:lowdin_charge:R:1
C -2.005 -0.714 1.796 0.56 -3.30 -0.49 -0.190
C -2.034 -0.072 0.373 -0.08 0.75 -1.31 -0.173
H -2.534 -1.736 1.929 0.29 1.94 -0.40 0.088
H -1.018 -0.980 2.288 -0.14 0.17 -1.74 0.071
H -2.241 -0.069 2.560 -1.84 1.72 1.53 0.006
H -2.425 1.043 0.335 0.95 -2.24 0.45 0.092
H -2.641 -0.574 -0.521 1.23 0.53 2.36 0.097
H -0.955 -0.088 0.078 -1.27 0.38 -0.25 0.003
C 1.393 0.703 -1.290 -3.78 1.14 -0.24 -0.222
C 2.660 0.017 -0.980 -0.11 -1.67 -0.01 -0.197
H 0.560 0.154 -0.688 1.20 1.03 -1.70 0.056
H 1.357 1.717 -0.903 0.32 0.18 0.75 0.052
H 1.039 1.022 -2.355 0.86 -1.71 1.37 0.101
H 2.639 -1.035 -1.431 0.48 1.41 0.82 0.096
H 2.732 0.006 0.123 0.13 -0.50 -0.51 0.077
H 3.474 0.605 -1.313 1.19 0.18 -0.62 0.043
```
Forces are in eV/Å.

Results
**Orbital gap**: 12.0 eV
**LUMO energy**: 1.0762 eV
**ΔE to the lowest compared entry with this formula, charge and spin**: 38.56 kcal/mol
**HOMO energy**: -10.910 eV
**Charge**: 0
**Electronic energy**: -159.52352 Ha
**Strongest force on any atom**: 0.077 hartree/bohr

---

# 3
C19H28ClN5O8S2Sr | wB97M-V/def2-TZVPD

```
64
Properties=species:S:1:pos:R:3:forces:R:3:lowdin_charge:R:1
Sr -0.415 -1.532 0.299 -0.01 -0.10 0.03 1.603
O -3.020 -4.568 1.601 0.02 0.00 0.00 -0.304
Cl -1.651 -4.178 1.555 -0.03 0.03 -0.03 0.656
O -0.797 -5.136 2.164 -0.01 0.00 0.01 -0.292
O -1.489 -2.870 2.212 0.03 -0.02 0.00 -0.475
O -1.245 -3.960 0.157 0.01 0.00 0.01 -0.467
C -4.383 -1.867 0.554 0.00 -0.01 -0.01 -0.021
N -4.581 -0.455 0.248 0.01 0.00 0.01 -0.068
C -5.918 0.086 0.453 0.01 -0.01 0.00 -0.155
C -5.884 1.596 0.563 -0.01 0.01 0.00 -0.152
C -5.019 2.157 -0.547 -0.01 0.01 0.00 -0.155
N -3.687 1.589 -0.448 -0.02 -0.01 -0.01 -0.082
C -2.583 2.332 -1.039 0.00 0.03 0.04 -0.015
C -3.515 0.281 -0.136 0.00 0.02 -0.01 -0.461
O -2.382 -0.243 -0.203 0.01 0.00 0.03 -0.152
H -3.978 -2.017 1.556 0.00 0.00 0.00 0.088
H -3.708 -2.327 -0.164 0.00 0.00 0.00 0.086
H -5.345 -2.372 0.485 0.00 0.01 0.01 0.099
H -6.324 -0.354 1.366 0.00 0.01 0.00 0.127
H -6.568 -0.225 -0.373 0.00 0.00 0.00 0.129
H -5.463 1.892 1.525 0.00 0.00 0.00 0.125
H -6.897 1.993 0.501 0.00 0.00 0.00 0.119
H -4.927 3.239 -0.455 0.00 0.00 0.00 0.122
H -5.464 1.948 -1.528 0.00 0.00 0.00 0.133
H -2.692 3.383 -0.775 -0.01 0.00 -0.01 0.093
H -2.580 2.243 -2.129 0.01 -0.01 0.00 0.101
H -1.632 1.981 -0.652 0.00 -0.01 -0.02 0.056
N 5.330 4.131 3.859 0.00 0.00 0.00 0.098
C 4.561 3.475 2.909 -0.01 0.00 0.01 -0.320
C 3.270 3.036 3.225 0.01 0.00 0.00 -0.027
C 2.488 2.425 2.269 0.00 0.00 -0.01 -0.057
C 2.978 2.241 0.980 -0.02 0.01 0.02 -0.310
C 4.253 2.674 0.654 -0.01 -0.01 0.00 -0.070
C 5.040 3.290 1.612 0.01 0.00 0.00 -0.027
S 1.970 1.445 -0.227 0.06 0.02 -0.06 0.545
O 2.758 1.376 -1.438 -0.01 0.00 0.02 -0.328
O 0.699 2.127 -0.284 -0.03 -0.01 0.02 -0.318
N 1.644 -0.007 0.353 0.00 0.03 -0.01 -0.269
C 2.559 -1.008 0.368 0.00 -0.02 0.01 -0.756
S 4.277 -0.902 0.110 0.00 0.00 -0.01 1.055
C 4.405 -2.607 0.369 0.00 -0.01 0.01 -0.404
C 3.185 -3.129 0.616 -0.01 0.00 -0.01 -0.254
N 2.141 -2.237 0.613 -0.01 0.04 0.01 -0.064
H 5.091 3.950 4.820 0.00 0.00 0.00 0.089
H 6.322 4.138 3.695 0.00 0.00 0.00 0.089
H 2.888 3.182 4.228 0.00 0.00 0.00 0.111
H 1.489 2.087 2.516 0.00 0.00 0.00 0.117
H 4.620 2.523 -0.352 0.01 0.00 0.00 0.111
H 6.035 3.633 1.356 0.00 0.00 0.00 0.111
H 5.352 -3.115 0.319 0.00 0.01 0.00 0.060
H 2.981 -4.171 0.810 0.00 0.00 0.00 0.112
C 2.196 -2.139 -3.086 -0.01 0.00 0.01 -0.137
C 1.642 -0.839 -3.687 0.00 -0.01 0.00 -0.133
C 0.293 -0.648 -2.979 0.01 -0.01 0.01 -0.157
O 0.102 -1.808 -2.137 0.00 0.02 -0.04 -0.307
C 0.937 -2.860 -2.647 0.01 0.00 0.01 -0.178
H 2.818 -1.926 -2.216 0.01 0.00 -0.01 0.085
H 2.784 -2.717 -3.797 0.00 0.00 0.00 0.119
H 1.494 -0.946 -4.762 0.00 0.00 0.00 0.111
H 2.301 0.006 -3.504 0.00 0.00 0.00 0.097
H -0.541 -0.594 -3.683 0.00 0.00 0.00 0.123
H 0.275 0.233 -2.338 -0.01 0.00 0.00 0.098
H 0.429 -3.345 -3.487 -0.01 0.00 0.00 0.130
H 1.081 -3.587 -1.849 0.00 0.01 0.01 0.118
```
Forces are in eV/Å.

Results
**Orbital gap**: 8.3 eV
**LUMO energy**: 0.3835 eV
**ΔE to the lowest compared entry with this formula, charge and spin**: 4.23 kcal/mol
**HOMO energy**: -7.931 eV
**Charge**: 0
**Electronic energy**: -2903.72434 Ha
**Strongest force on any atom**: 0.002 hartree/bohr

---

# 4
BrH12O6 | wB97M-V/def2-TZVPD

```
19
Properties=species:S:1:pos:R:3:forces:R:3:lowdin_charge:R:1
Br -12.524 -22.644 7.788 0.07 -0.55 0.20 0.111
O -9.277 -23.674 7.767 1.28 -0.85 -1.42 -0.107
H -10.207 -23.731 7.957 -1.10 0.18 0.33 -0.090
H -9.186 -24.147 6.900 -0.07 0.58 1.36 0.039
O -10.572 -20.121 6.872 0.68 1.63 -0.05 -0.096
H -11.237 -20.790 6.974 -0.42 -0.98 0.17 -0.126
H -9.712 -20.544 6.857 -0.17 -0.41 -0.02 0.021
O -13.371 -21.539 4.930 0.66 -0.70 0.17 -0.149
H -14.322 -21.449 4.900 -0.23 -0.18 0.30 0.016
H -13.139 -22.257 5.587 -0.52 1.00 -0.75 -0.095
O -11.346 -21.031 10.561 0.36 1.03 0.19 -0.131
H -11.711 -21.643 9.909 -0.04 0.22 -0.38 -0.109
H -11.203 -20.170 10.104 -0.30 -1.22 0.18 0.039
O -10.333 -22.673 5.127 0.92 0.18 -2.36 -0.060
H -10.590 -22.883 5.992 -0.95 -0.22 2.20 -0.110
H -9.642 -23.312 4.927 -0.02 0.12 -0.16 0.027
O -14.040 -19.660 7.268 -0.29 -0.29 0.17 -0.105
H -13.544 -20.453 7.007 -0.18 -0.10 0.18 -0.091
H -13.551 -18.970 6.837 0.33 0.55 -0.29 0.015
```
Forces are in eV/Å.

Results
**Orbital gap**: 8.9 eV
**LUMO energy**: 3.2062 eV
**ΔE to the lowest compared entry with this formula, charge and spin**: 16.59 kcal/mol
**HOMO energy**: -5.705 eV
**Charge**: -1
**Electronic energy**: -3032.76541 Ha
**Strongest force on any atom**: 0.049 hartree/bohr